[1]
Entry from the Open Molecules 2025 dataset: C37H39MnN7OP2S2Si as an isolated structure in a non-equilibrium geometry (wB97M-V/def2-TZVPD).

Output
Total charge = +1
HOMO level (spin up / spin down) = -10.59 / -10.74 eV
2S+1 = 5

```
90
Properties=species:S:1:pos:R:3:mulliken_spin:R:1
Mn -0.46 0.01 -0.21 4.083
N 1.70 2.36 -0.04 -0.014
P 1.82 0.67 -0.04 -0.160
C 2.77 0.23 1.43 -0.033
C 3.86 1.02 1.79 -0.002
C 4.63 0.68 2.88 0.000
C 4.32 -0.46 3.62 0.000
C 3.24 -1.26 3.26 -0.001
C 2.46 -0.91 2.16 0.018
C 2.83 0.20 -1.45 -0.011
C 2.97 1.00 -2.58 -0.014
C 3.73 0.54 -3.65 0.004
C 4.32 -0.71 -3.59 -0.009
C 4.17 -1.51 -2.47 0.006
C 3.43 -1.06 -1.40 -0.007
P 0.13 2.80 0.53 0.046
C -0.23 4.29 -0.44 0.007
C 0.76 5.21 -0.80 -0.001
C 0.42 6.33 -1.55 0.001
C -0.90 6.55 -1.92 0.000
C -1.89 5.65 -1.54 0.003
C -1.56 4.52 -0.80 0.010
C 0.46 3.47 2.19 -0.004
C -0.63 3.58 3.06 -0.001
C -0.46 4.11 4.33 0.001
C 0.80 4.51 4.74 0.001
C 1.89 4.39 3.89 0.000
C 1.72 3.87 2.61 0.006
H 1.98 2.81 -0.91 -0.003
H 4.09 1.91 1.21 0.000
H 5.47 1.29 3.16 0.000
H 4.92 -0.73 4.47 0.000
H 3.01 -2.15 3.82 0.000
H 1.62 -1.52 1.87 0.003
H 2.49 1.96 -2.66 -0.002
H 3.84 1.16 -4.53 0.000
H 4.91 -1.06 -4.43 0.000
H 4.64 -2.49 -2.43 0.000
H 3.32 -1.67 -0.51 -0.001
H 1.79 5.06 -0.50 0.000
H 1.19 7.03 -1.84 0.000
H -1.16 7.42 -2.50 0.000
H -2.92 5.82 -1.82 0.000
H -2.32 3.82 -0.51 0.003
H -1.61 3.24 2.73 0.000
H -1.31 4.20 4.99 0.000
H 0.94 4.92 5.74 0.000
H 2.87 4.71 4.22 0.000
H 2.57 3.78 1.95 0.000
C -2.43 -6.51 -0.82 0.000
Si -1.66 -5.25 -1.97 -0.007
C -2.39 -5.39 -3.68 0.000
C 0.18 -5.50 -2.05 0.005
C -2.24 -3.54 -1.32 -0.018
C -3.61 -3.33 -1.26 0.008
C -4.17 -2.12 -0.84 -0.004
C -3.31 -1.10 -0.51 0.027
N -1.99 -1.28 -0.55 -0.055
C -1.43 -2.46 -0.92 0.024
S 0.31 -2.43 -0.77 0.106
H -2.44 -7.49 -1.30 0.000
H -3.46 -6.26 -0.55 0.000
H -1.85 -6.60 0.11 0.000
H -2.15 -6.36 -4.11 0.000
H -1.98 -4.62 -4.34 0.000
H -3.48 -5.29 -3.68 0.000
H 0.37 -6.51 -2.42 0.001
H 0.65 -5.41 -1.08 -0.001
H 0.65 -4.80 -2.73 0.000
H -4.28 -4.13 -1.55 0.000
H -5.24 -1.97 -0.81 0.000
H -3.65 -0.12 -0.21 0.003
O -0.40 0.62 -1.98 0.031
N -1.56 1.29 -1.91 -0.021
C -1.87 1.93 -2.98 0.008
C -3.10 2.67 -2.99 -0.001
N -4.08 3.27 -2.99 0.005
C -1.01 1.97 -4.14 0.007
N -0.32 2.01 -5.05 0.004
C -3.23 -2.81 3.94 -0.001
N -2.64 -1.59 3.41 0.001
C -1.62 -1.55 2.56 0.028
N -1.09 -2.68 2.14 0.002
S -1.00 0.01 2.12 -0.078
H -4.07 -2.54 4.57 0.000
H -2.50 -3.36 4.54 0.000
H -3.60 -3.45 3.13 0.000
H -3.00 -0.70 3.71 -0.001
H -1.52 -3.57 2.36 0.001
H -0.40 -2.67 1.38 -0.004
```

***

[2]
Entry from the Open Molecules 2025 dataset: C37H40AsCoF3O3PSSi2 as an isolated structure (wB97M-V/def2-TZVPD).

Output
HOMO level (spin up / spin down) = -6.75 / -8.46 eV
2S+1 = 5

```
89
Properties=species:S:1:pos:R:3:mulliken_spin:R:1
Co -0.64 -1.70 1.78 2.404
C -1.11 -1.36 5.32 0.007
Si -1.55 -0.58 3.67 0.060
C -1.23 1.26 3.86 0.006
C -3.44 -0.73 3.49 0.001
C -4.33 0.02 4.27 -0.019
C -5.70 -0.12 4.14 0.014
C -6.23 -1.04 3.24 -0.009
C -5.38 -1.82 2.47 0.004
C -3.98 -1.67 2.58 0.079
Si -2.76 -2.59 1.53 0.113
C -3.45 -4.31 1.39 0.051
C -4.50 -1.41 -1.41 0.147
H -1.63 -0.82 6.12 0.004
H -0.03 -1.31 5.51 -0.001
H -1.41 -2.41 5.35 -0.001
H -1.67 1.61 4.80 0.001
H -1.68 1.82 3.03 0.000
H -0.16 1.49 3.88 0.003
H -3.94 0.74 4.99 0.001
H -6.37 0.48 4.75 0.001
H -7.31 -1.16 3.14 -0.001
H -5.80 -2.54 1.77 0.003
H -4.52 -4.28 1.15 -0.002
H -3.34 -4.79 2.37 0.008
H -2.92 -4.91 0.64 0.000
H -5.47 -1.38 -1.92 -0.025
H -4.12 -2.45 -1.45 0.004
H -4.65 -1.12 -0.37 -0.014
F 2.84 -3.81 3.29 0.001
C 2.34 -3.13 2.28 0.002
F 1.95 -1.91 2.75 0.010
F 3.27 -2.93 1.36 0.000
S 0.89 -3.99 1.55 -0.003
O 0.61 -3.18 0.36 0.026
O 1.31 -5.34 1.36 0.003
O -0.15 -3.75 2.57 0.035
C 0.97 -0.56 -1.29 0.005
C 1.12 0.45 -2.43 0.010
As 2.42 1.90 -2.10 0.005
C 3.99 0.73 -2.05 0.001
C 4.31 -0.14 -3.09 0.000
C 5.41 -0.98 -2.99 0.000
C 6.21 -0.96 -1.85 0.000
C 5.90 -0.09 -0.81 0.000
C 4.80 0.75 -0.91 0.000
C 2.59 2.46 -3.97 0.000
C 1.60 2.26 -4.93 0.000
C 1.76 2.74 -6.22 0.000
C 2.91 3.43 -6.57 0.000
C 3.91 3.65 -5.61 0.000
C 3.74 3.17 -4.32 0.000
P -0.05 -0.05 0.15 0.052
C 0.94 1.32 0.85 -0.019
C 0.55 2.61 1.18 0.043
C 1.45 3.50 1.76 0.004
C 2.75 3.11 2.03 0.004
C 3.15 1.81 1.73 -0.001
C 2.25 0.93 1.15 -0.009
C -1.61 0.47 -0.69 -0.090
C -2.27 1.72 -0.61 0.447
C -3.47 1.94 -1.35 -0.073
C -4.04 0.95 -2.09 0.306
C -3.50 -0.44 -2.09 -0.032
C -2.17 -0.55 -1.41 0.383
H 1.94 -0.87 -0.90 0.002
H 0.51 -1.47 -1.66 -0.003
H 0.16 0.91 -2.68 0.002
H 1.46 -0.08 -3.32 -0.004
H 3.71 -0.15 -3.99 0.000
H 5.65 -1.66 -3.81 0.000
H 7.06 -1.62 -1.77 0.000
H 6.52 -0.07 0.08 0.000
H 4.56 1.43 -0.10 0.000
H 0.69 1.72 -4.68 -0.001
H 0.99 2.58 -6.96 0.000
H 3.04 3.81 -7.58 0.000
H 4.81 4.18 -5.88 0.000
H 4.52 3.33 -3.59 0.000
H -0.45 2.96 1.01 -0.020
H 1.13 4.51 2.00 0.000
H 3.45 3.80 2.49 0.000
H 4.16 1.48 1.96 0.000
H 2.59 -0.08 0.91 -0.004
H -1.89 2.53 -0.02 0.040
H -3.92 2.92 -1.33 -0.003
H -4.95 1.15 -2.65 0.002
H -3.40 -0.79 -3.13 0.055
H -1.69 -1.52 -1.45 -0.016
```

***

[3]
Entry from the Open Molecules 2025 dataset: C37H40AsNO3SZr as an isolated structure in a non-equilibrium geometry (wB97M-V/def2-TZVPD).

Output
HOMO level = -6.59 eV

```
84
Properties=species:S:1:pos:R:3:mulliken_charge:R:1
Zr 0.67 0.86 -0.20 -0.370
C -1.93 2.66 2.78 -1.089
C -0.52 3.14 2.99 0.389
C -0.27 4.21 3.82 -0.713
C 1.01 4.72 4.01 -0.853
C 2.07 4.13 3.32 -0.891
C 1.87 3.06 2.49 1.247
C 3.00 2.44 1.70 -0.932
C 0.56 2.51 2.32 -0.608
N 0.39 1.40 1.59 0.907
H -2.41 2.44 3.73 0.403
H -1.93 1.75 2.17 -0.299
H -2.52 3.43 2.27 0.406
H -1.10 4.67 4.35 0.469
H 1.18 5.55 4.67 0.394
H 3.07 4.53 3.45 0.398
H 3.93 2.99 1.88 0.511
H 2.75 2.48 0.62 0.159
H 3.16 1.39 2.00 0.113
C -2.19 3.08 -3.00 -1.708
C -1.04 2.17 -2.52 1.211
C -1.32 0.73 -2.97 -1.197
C -0.87 2.26 -1.00 -1.265
H -2.30 3.04 -4.08 0.435
H -2.01 4.11 -2.70 0.409
H -3.12 2.75 -2.54 0.363
H -0.10 2.52 -3.00 0.003
H -2.33 0.44 -2.69 0.351
H -0.62 0.01 -2.51 0.228
H -1.23 0.63 -4.05 0.351
H -1.86 2.11 -0.52 0.369
H -0.54 3.29 -0.74 0.547
C 2.58 -1.38 -7.58 -1.456
C 2.65 -1.01 -6.14 1.079
C 2.18 0.22 -5.69 -1.000
C 2.21 0.53 -4.34 -0.496
C 2.71 -0.39 -3.44 -0.091
C 3.18 -1.62 -3.86 -0.737
C 3.15 -1.92 -5.21 -0.730
S 2.48 -0.10 -1.72 2.369
O 3.59 -0.55 -0.93 -0.686
O 1.22 -0.82 -1.41 -0.388
O 2.18 1.34 -1.53 -0.821
H 2.04 -0.65 -8.17 0.361
H 2.08 -2.34 -7.69 0.356
H 3.58 -1.48 -8.00 0.330
H 1.78 0.94 -6.38 0.348
H 1.84 1.47 -3.95 0.454
H 3.55 -2.32 -3.13 0.507
H 3.50 -2.88 -5.56 0.410
C -1.46 -0.51 5.83 -0.551
C -2.57 -0.87 5.09 -0.775
C -2.48 -1.01 3.71 -0.489
C -1.27 -0.80 3.06 0.713
C -0.16 -0.43 3.82 -0.224
C -0.26 -0.28 5.19 -0.796
As -1.10 -0.81 1.08 1.910
C 0.45 -2.02 1.07 0.937
C 1.70 -1.47 1.34 1.068
C 2.84 -2.25 1.37 -1.060
C 2.75 -3.61 1.12 -0.860
C 1.51 -4.17 0.84 -0.795
C 0.37 -3.39 0.82 -1.109
C -2.62 -2.12 0.69 0.053
C -3.44 -1.67 -0.35 -0.644
C -4.56 -2.39 -0.75 -0.650
C -4.87 -3.57 -0.11 -0.519
C -4.08 -4.02 0.93 -0.747
C -2.97 -3.30 1.34 -0.078
H -1.53 -0.40 6.90 0.407
H -3.51 -1.04 5.58 0.424
H -3.36 -1.28 3.13 0.398
H 0.78 -0.21 3.34 0.043
H 0.61 0.02 5.76 0.441
H 1.78 -0.38 1.50 -0.182
H 3.80 -1.80 1.58 0.470
H 3.63 -4.22 1.15 0.401
H 1.44 -5.24 0.65 0.458
H -0.58 -3.85 0.60 0.430
H -3.18 -0.74 -0.85 0.077
H -5.19 -2.03 -1.55 0.420
H -5.74 -4.14 -0.40 0.391
H -4.33 -4.94 1.44 0.400
H -2.36 -3.64 2.17 0.494
```

***

[4]
Entry from the Open Molecules 2025 dataset: C37H40AsNP2Yb as an isolated structure in a non-equilibrium geometry (wB97M-V/def2-TZVPD).

Output
Total charge = +1
HOMO level (spin up / spin down) = -10.08 / -10.08 eV
2S+1 = 2

```
82
Properties=species:S:1:pos:R:3:mulliken_spin:R:1
C -1.67 3.51 -3.95 0.000
C -1.47 2.16 -3.73 0.000
C -0.18 1.59 -4.03 0.002
C 0.89 2.45 -4.47 -0.001
C 0.63 3.83 -4.69 0.000
C -0.64 4.34 -4.44 0.000
C 2.17 1.87 -4.61 0.000
C 2.40 0.50 -4.34 -0.003
C 1.26 -0.30 -3.93 0.002
C 1.45 -1.68 -3.58 -0.001
C 2.73 -2.21 -3.63 0.000
C 3.83 -1.45 -4.07 0.000
C 3.68 -0.11 -4.42 0.000
H -2.66 3.93 -3.75 0.000
H 1.44 4.45 -5.05 0.000
H -0.87 5.39 -4.63 0.000
H 3.01 2.50 -4.94 0.000
H 2.86 -3.26 -3.35 0.000
H 4.81 -1.95 -4.16 0.000
H 4.52 0.49 -4.77 0.000
N 0.05 0.28 -3.77 0.001
Yb -0.07 0.33 -0.25 1.008
C -2.56 1.29 -3.11 0.000
H -2.41 0.28 -3.48 0.000
H -3.56 1.67 -3.34 0.000
C 0.26 -2.51 -3.08 0.000
H -0.62 -2.13 -3.60 0.000
H 0.43 -3.59 -3.26 0.000
P -2.41 1.13 -1.29 -0.001
P -0.08 -2.22 -1.29 -0.004
C 1.25 -3.12 -0.42 0.001
H 1.07 -3.06 0.66 0.000
H 1.29 -4.16 -0.74 0.000
H 2.21 -2.63 -0.60 0.000
C -1.59 -3.18 -0.95 0.001
H -1.46 -4.23 -1.22 0.000
H -1.85 -3.09 0.11 0.000
H -2.43 -2.75 -1.51 0.000
C -2.71 2.82 -0.70 0.001
H -3.64 3.23 -1.11 0.000
H -2.75 2.81 0.39 0.000
H -1.87 3.45 -0.98 -0.001
C -3.87 0.20 -0.81 0.000
H -3.90 0.08 0.27 0.000
H -4.76 0.73 -1.15 0.000
H -3.84 -0.80 -1.24 0.000
H 1.05 1.30 -1.44 -0.003
H -0.18 2.13 0.72 0.002
C -0.37 3.42 5.27 0.000
C 0.61 3.44 4.26 0.000
C 0.83 2.29 3.51 0.000
C 0.06 1.14 3.77 0.000
C -0.94 1.13 4.75 0.000
C -1.15 2.28 5.51 0.000
As 0.24 -0.30 2.47 -0.005
C 2.15 -0.79 2.78 -0.001
C 3.06 -0.67 1.71 0.001
C 4.42 -0.85 1.94 0.000
C 4.87 -1.12 3.24 0.000
C 3.97 -1.20 4.30 0.000
C 2.59 -1.02 4.08 0.000
C -1.29 -1.46 3.00 0.000
C -1.10 -2.80 3.36 0.000
C -2.23 -3.60 3.59 0.000
C -3.51 -3.09 3.38 0.000
C -3.68 -1.79 2.90 0.000
C -2.57 -0.98 2.68 0.001
H -0.52 4.31 5.88 0.000
H 1.22 4.34 4.07 0.000
H 1.53 2.27 2.68 0.001
H -1.54 0.22 4.88 0.000
H -1.92 2.27 6.30 0.000
H 2.71 -0.40 0.70 0.000
H 5.13 -0.78 1.11 0.000
H 5.94 -1.27 3.41 0.000
H 4.33 -1.40 5.32 0.000
H 1.86 -1.03 4.88 0.000
H -0.08 -3.19 3.46 0.000
H -2.11 -4.62 3.96 0.000
H -4.38 -3.70 3.60 0.000
H -4.68 -1.39 2.72 0.000
H -2.70 0.03 2.28 0.000
```